ORCA calculation (ωB97M-V with the def2-TZVPD basis set) on a structure of composition C22H24CdO2 at a distorted geometry.

```
49
Properties=species:S:1:pos:R:3
C -3.220 2.789 0.120
C -2.554 2.019 -1.011
C -3.273 0.722 -1.408
C -3.660 -0.205 -0.250
C -2.755 -1.446 -0.112
C -1.625 -1.225 0.912
C -1.006 -2.548 1.388
C 0.544 -2.690 1.305
C 1.152 -2.238 0.048
C 1.054 -3.056 -1.090
C 1.608 -2.661 -2.299
C 2.274 -1.446 -2.357
C 2.372 -0.616 -1.242
C 1.818 -0.987 -0.031
C 1.866 -0.048 1.130
O 1.373 -0.355 2.191
C 2.512 1.258 0.916
C 2.526 2.161 1.980
C 3.102 3.419 1.830
C 3.670 3.782 0.612
C 3.667 2.881 -0.448
C 3.095 1.621 -0.309
C 3.112 0.674 -1.432
O 3.694 0.867 -2.453
H -4.302 2.785 0.017
H -2.996 2.325 1.081
H -2.866 3.812 0.172
H -2.548 2.657 -1.893
H -1.504 1.821 -0.784
H -4.174 0.995 -1.953
H -2.636 0.204 -2.123
H -4.681 -0.544 -0.402
H -3.658 0.315 0.702
H -3.355 -2.296 0.213
H -2.332 -1.672 -1.089
H -2.020 -0.673 1.756
H -0.876 -0.592 0.448
H -1.449 -3.334 0.736
H -1.325 -2.710 2.437
H 0.797 -3.844 1.318
H 1.041 -2.293 2.176
H 0.575 -4.019 -0.992
H 1.535 -3.312 -3.154
H 2.717 -1.131 -3.289
H 2.093 1.903 2.931
H 3.115 4.115 2.651
H 4.112 4.757 0.490
H 4.117 3.150 -1.393
Cd -0.726 -5.091 1.954
```

Results
M: 432.84 g/mol
Gap between HOMO and LUMO: 2.72 eV
Total charge: +2

Population analysis type natural (NBO), resulting atomic charges in e: C -0.612; C -0.391; C -0.399; C -0.411; C -0.387; C -0.413; C -0.464; C -0.361; C -0.003; C -0.141; C -0.180; C -0.040; C -0.094; C -0.011; C 0.529; O -0.516; C -0.090; C -0.154; C -0.163; C -0.145; C -0.129; C -0.153; C 0.538; O -0.441; H 0.215; H 0.188; H 0.228; H 0.219; H 0.173; H 0.223; H 0.194; H 0.230; H 0.208; H 0.193; H 0.207; H 0.241; H 0.231; H 0.167; H 0.237; H 0.089; H 0.306; H 0.204; H 0.258; H 0.273; H 0.245; H 0.243; H 0.245; H 0.253; Cd 1.356

=====

ORCA calculation (ωB97M-V with the def2-TZVPD basis set) on a structure of composition C22H24Cl2IrN7O at a distorted geometry.

```
57
Properties=species:S:1:pos:R:3
Ir -0.010 -1.325 -0.165
C -3.240 3.843 3.578
C -2.496 2.997 2.585
C -1.783 3.566 1.530
C -1.057 2.800 0.648
C -1.031 1.396 0.723
N -0.290 0.655 -0.182
C 0.328 1.239 -1.295
C -0.335 1.986 -2.270
C 0.337 2.432 -3.393
C 1.684 2.134 -3.615
C 2.377 2.579 -4.872
C 2.350 1.386 -2.654
C 1.683 0.975 -1.509
N 2.403 0.261 -0.498
C 3.667 0.461 -0.087
C 3.950 -0.449 0.909
C 2.782 -1.186 1.065
N 1.861 -0.763 0.197
C -1.727 0.833 1.799
C -2.425 1.625 2.713
N -1.679 -0.581 2.081
C -2.458 -1.249 2.944
C -1.896 -2.491 3.190
C -0.756 -2.523 2.415
N -0.617 -1.363 1.746
H -3.634 4.742 3.106
H -2.581 4.160 4.388
H -4.073 3.300 4.021
H -1.775 4.643 1.415
H -0.487 3.293 -0.125
H -1.382 2.226 -2.126
H -0.197 3.023 -4.127
H 2.028 3.562 -5.184
H 2.173 1.884 -5.688
H 3.456 2.627 -4.737
H 3.394 1.131 -2.795
H 4.256 1.259 -0.505
H 4.863 -0.538 1.471
H 2.541 -1.950 1.786
H -2.898 1.164 3.569
H -3.340 -0.795 3.358
H -2.269 -3.252 3.851
H -0.021 -3.301 2.300
Cl -0.071 -1.509 -2.743
C -1.854 -1.484 -2.716
Cl -2.428 -1.633 -1.030
H -2.220 -2.330 -3.285
H -2.186 -0.529 -3.107
N -0.023 -5.594 0.191
C 0.666 -4.461 0.043
N 1.958 -4.430 0.417
O 0.091 -3.446 -0.433
H 0.415 -6.467 0.435
H -0.984 -5.608 -0.105
H 2.448 -5.269 0.683
H 2.513 -3.658 0.091
```

Results
M: 665.61 g/mol
Gap between HOMO and LUMO: 6.12 eV
Total charge: +2

Population analysis type natural (NBO), resulting atomic charges in e: Ir 1.098; C -0.632; C -0.018; C -0.154; C -0.242; C 0.133; N -0.604; C 0.105; C -0.227; C -0.182; C 0.020; C -0.640; C -0.225; C 0.135; N -0.154; C 0.034; C -0.302; C -0.017; N -0.241; C 0.106; C -0.205; N -0.139; C 0.039; C -0.298; C 0.001; N -0.281; H 0.234; H 0.237; H 0.225; H 0.232; H 0.230; H 0.237; H 0.236; H 0.239; H 0.238; H 0.230; H 0.231; H 0.259; H 0.271; H 0.239; H 0.216; H 0.256; H 0.268; H 0.230; Cl 0.130; C -0.365; Cl 0.123; H 0.263; H 0.261; N -0.780; C 0.809; N -0.805; O -0.743; H 0.422; H 0.430; H 0.422; H 0.419